# 1
{"formula": "C15H52BNO22", "method": "wB97M-V/def2-TZVPD", "homo_lumo_gap_ha": 0.3214, "de_lowest_kcal_mol": 65.8, "mol_weight_g_mol": 609.38, "total_charge": 0, "e_homo_ev": -9.717, "species": ["C", "C", "C", "C", "N", "C", "C", "C", "C", "C", "C", "C", "H", "H", "H", "H", "H", "H", "H", "H", "H", "H", "H", "H", "H", "H", "H", "H", "H", "H", "H", "H", "H", "H", "H", "H", "O", "C", "O", "B", "O", "C", "O", "O", "C", "O", "C", "O", "O", "O", "H", "H", "O", "H", "H", "O", "H", "H", "O", "H", "H", "O", "H", "H", "O", "H", "H", "O", "H", "H", "O", "H", "H", "O", "H", "H", "O", "H", "H", "O", "H", "H", "O", "H", "H", "O", "H", "H", "O", "H", "H"], "positions_angstrom": [[-37.70121, 25.31361, 14.99473], [-37.86066, 23.85823, 14.71182], [-39.27185, 23.33284, 14.43482], [-39.37723, 21.73551, 14.29393], [-40.62812, 21.05989, 13.84677], [-40.97953, 21.30694, 12.43439], [-42.51923, 21.39003, 12.39705], [-42.81768, 22.01789, 13.79411], [-41.81646, 21.35627, 14.69061], [-40.27806, 19.55039, 13.85417], [-39.86360, 18.81107, 15.15046], [-39.30724, 17.43583, 14.96933], [-38.39763, 25.67758, 15.75698], [-37.95911, 25.99886, 14.16113], [-36.63049, 25.49723, 15.06547], [-37.44961, 23.27666, 15.66623], [-37.27003, 23.36963, 13.70626], [-39.66635, 23.81752, 13.76184], [-39.91311, 23.45319, 15.39555], [-39.16244, 21.33106, 15.34506], [-38.67548, 21.47118, 13.58471], [-40.50015, 20.44459, 11.73384], [-40.71901, 22.26874, 11.87231], [-42.90240, 20.31249, 12.35283], [-42.93374, 21.91806, 11.46775], [-43.79495, 22.04233, 14.13140], [-42.67322, 23.08789, 13.65728], [-42.20063, 20.39725, 15.30338], [-41.39471, 22.11311, 15.47192], [-39.47232, 19.46328, 13.29179], [-41.23412, 18.92078, 13.42401], [-40.75096, 18.82511, 15.72041], [-39.07042, 19.28959, 15.69338], [-39.70387, 16.75306, 14.31208], [-39.37721, 16.87532, 15.91628], [-38.15504, 17.63839, 14.62546], [-41.59666, 21.51955, 8.57034], [-41.19711, 20.44099, 8.81467], [-41.87366, 19.56231, 9.56138], [-41.27247, 18.17873, 9.43642], [-40.38620, 18.31448, 8.20035], [-40.40603, 19.53784, 7.93186], [-40.05587, 19.92264, 6.86241], [-42.15785, 17.01936, 9.27317], [-41.83613, 16.16798, 10.03793], [-42.45326, 15.16978, 10.22500], [-40.62863, 16.55452, 10.78614], [-40.44635, 17.76360, 10.62801], [-40.06279, 15.68252, 11.49310], [-41.96652, 23.89024, 7.72715], [-42.14104, 24.53883, 8.41615], [-41.44604, 23.08855, 8.00771], [-40.56312, 20.32293, 4.05878], [-40.23117, 20.11923, 4.84152], [-39.73659, 20.16914, 3.44669], [-43.19856, 13.97209, 12.59765], [-43.08804, 14.93100, 13.01496], [-43.18976, 14.17106, 11.75231], [-43.10483, 21.93444, 5.92078], [-43.42923, 21.00562, 6.20656], [-42.82521, 22.26246, 6.71543], [-40.58515, 12.98159, 9.08450], [-41.17129, 13.34186, 9.85674], [-39.76271, 12.92891, 9.58560], [-44.27345, 18.25307, 11.39023], [-44.43222, 18.77766, 10.61946], [-44.82389, 18.49993, 12.24744], [-38.77401, 14.13935, 13.86912], [-37.93408, 14.02924, 13.78589], [-38.82017, 14.93173, 13.23640], [-38.05248, 13.51682, 10.04357], [-37.87760, 13.72525, 10.89962], [-37.53792, 14.20860, 9.72704], [-41.99970, 17.83782, 5.48833], [-42.14269, 16.76280, 5.27434], [-41.11059, 17.92304, 5.71970], [-38.25923, 22.18935, 7.38006], [-38.56499, 21.29161, 7.20703], [-38.85823, 22.72643, 6.80173], [-39.21642, 17.22639, 5.99824], [-38.61637, 17.81559, 6.31459], [-39.61208, 16.90755, 6.83830], [-42.64202, 16.63859, 13.09135], [-42.89983, 17.44499, 13.73205], [-43.05316, 16.51985, 12.37645], [-45.22078, 16.11851, 10.08624], [-44.36407, 15.92830, 9.85700], [-44.89908, 17.03820, 10.49260], [-44.59395, 20.53412, 9.42847], [-43.94458, 20.23436, 8.73786], [-45.38645, 20.55681, 8.82597]], "mulliken_charge": [-1.36, -0.21, -1.03, -1.17, 1.35, -0.57, 0.18, -1.03, -0.15, -0.82, -0.39, -1.23, 0.37, 0.34, 0.37, 0.21, 0.24, 0.96, 0.32, 0.41, 0.44, -0.17, 0.38, -0.44, 0.57, 0.47, 0.36, 0.24, 0.23, 1.02, -0.41, 0.44, 0.21, 0.18, 0.37, 0.29, -0.57, 0.36, 0.18, 1.36, -0.22, 0.10, -0.74, -0.62, 0.75, -0.99, 0.72, -0.74, -0.58, -0.71, 0.26, 0.50, -0.56, 0.34, 0.32, -0.68, 0.39, 0.40, -0.59, 0.31, 0.36, -0.66, 0.32, 0.35, -0.88, 0.39, 0.32, -0.54, 0.25, 0.26, -0.58, 0.27, 0.28, -0.65, 0.35, 0.27, -0.69, 0.36, 0.34, -0.67, 0.29, 0.34, -0.69, 0.27, 0.37, -0.74, 0.38, 0.48, -0.67, 0.20, 0.35]}

# 2
{"formula": "C15H56N2O13", "method": "wB97M-V/def2-TZVPD", "homo_lumo_gap_ha": 0.3408, "de_lowest_kcal_mol": 0.0, "mol_weight_g_mol": 472.61, "total_charge": 0, "e_homo_ev": -9.289, "species": ["C", "C", "O", "H", "H", "H", "H", "H", "H", "C", "C", "O", "H", "H", "H", "H", "H", "H", "C", "O", "N", "N", "H", "H", "H", "H", "C", "O", "H", "H", "H", "H", "C", "O", "H", "H", "H", "H", "C", "O", "H", "H", "H", "H", "C", "O", "H", "H", "H", "H", "C", "O", "H", "H", "H", "H", "C", "O", "H", "H", "H", "H", "C", "O", "H", "H", "H", "H", "C", "O", "H", "H", "H", "H", "C", "O", "H", "H", "H", "H", "C", "O", "H", "H", "H", "H"], "positions_angstrom": [[0.66902, 1.53161, 3.63233], [0.34673, 0.00598, 3.64325], [1.32646, -0.73208, 4.35543], [0.19869, 1.99420, 2.70131], [1.79280, 1.52862, 3.48638], [0.45598, 2.02795, 4.54976], [0.38406, -0.36212, 2.60790], [-0.61391, -0.12714, 4.07320], [2.09101, -0.73582, 3.76083], [1.46628, -3.38294, -0.83164], [2.41021, -3.43718, -2.00009], [1.65146, -3.00627, -3.13857], [0.48713, -3.69782, -1.09968], [1.38162, -2.34254, -0.41168], [1.89107, -3.97313, -0.00734], [2.62995, -4.46561, -2.24052], [3.29686, -2.85771, -1.81923], [1.05925, -3.69041, -3.29839], [-4.29225, 0.08814, -0.41393], [-3.40812, -0.37214, 0.50186], [-4.06813, 0.21907, -1.68490], [-5.49327, 0.61489, -0.09911], [-3.21850, -0.23758, -1.98138], [-4.60707, 0.75833, -2.36981], [-5.72191, 0.74008, 0.90874], [-6.12475, 1.00792, -0.76856], [-2.98778, 2.94055, 1.74378], [-2.79619, 1.80997, 2.54478], [-3.95540, 3.40234, 1.58191], [-2.79667, 2.58176, 0.71944], [-2.17203, 3.62025, 2.08084], [-3.63954, 1.36397, 2.37291], [-0.11565, 0.21524, 0.13174], [1.18397, 0.74147, 0.42396], [-0.77780, 0.62307, 0.85825], [-0.07003, -0.85736, 0.09345], [-0.37307, 0.58980, -0.82340], [1.75643, 0.48228, -0.32509], [-2.04641, 2.19828, -3.26187], [-2.32116, 3.58146, -3.39719], [-2.16221, 1.89841, -2.23377], [-1.02025, 1.96727, -3.48928], [-2.64598, 1.56052, -3.96156], [-1.54659, 4.04453, -3.73389], [3.86657, 2.52393, 0.95983], [3.98839, 2.12524, -0.43597], [2.89105, 2.43715, 1.41330], [4.17546, 3.58223, 0.95165], [4.57457, 1.98412, 1.62236], [3.24118, 2.49095, -0.94475], [-2.34671, -2.38374, 2.98232], [-1.63089, -1.93438, 1.89713], [-2.78443, -1.47815, 3.57206], [-1.70489, -2.88075, 3.68959], [-3.13272, -3.01959, 2.65871], [-2.17948, -1.31083, 1.42290], [1.17546, -3.66652, 3.25413], [1.87065, -2.87885, 2.34692], [0.14760, -3.83025, 2.92187], [1.12482, -3.24419, 4.26484], [1.63621, -4.60391, 3.14957], [1.47478, -1.98145, 2.27447], [1.40229, 0.10149, -2.96115], [2.01902, 1.09991, -2.21697], [0.63270, 0.41925, -3.64324], [0.96763, -0.70070, -2.32121], [2.18039, -0.35957, -3.50521], [2.42889, 1.71853, -2.81066], [4.86922, -0.68268, -1.43165], [4.45882, -0.50880, -0.09753], [5.73805, -0.02523, -1.56421], [4.05827, -0.40036, -2.04110], [5.13239, -1.75180, -1.61692], [4.16871, 0.34551, 0.05820], [-1.68502, -2.08122, -2.11736], [-1.84466, -0.76641, -2.60440], [-0.98559, -2.65749, -2.69590], [-2.65093, -2.50051, -2.04323], [-1.31877, -1.99622, -1.12677], [-1.98384, -0.81562, -3.53537], [-0.36771, 3.51646, -0.76095], [-0.01911, 3.18480, 0.56467], [-0.22655, 4.50856, -1.02119], [-1.42416, 3.41898, -0.89962], [0.19427, 2.85614, -1.44650], [0.36378, 2.28588, 0.45617]], "mulliken_charge": [-0.74, 0.60, -0.62, -0.01, 0.20, 0.40, -0.58, 0.42, 0.46, -0.17, -0.23, -0.53, 0.22, -0.20, 0.32, 0.46, -0.22, 0.33, 0.29, -0.53, -0.14, -0.40, 0.05, 0.28, 0.29, 0.14, -0.31, -0.41, 0.42, -0.22, 0.25, 0.22, -1.43, 1.01, 0.55, 0.03, 0.88, -0.44, 0.06, -0.59, -0.30, 0.21, 0.28, 0.36, -0.64, -0.51, 0.20, 0.34, 0.30, 0.23, -0.94, -0.11, 0.20, 0.30, 0.37, 0.32, -0.47, -0.48, 0.06, 0.25, 0.41, 0.07, -0.68, -0.58, 0.29, 0.00, 0.50, 0.25, -0.38, -0.54, 0.31, -0.03, 0.24, 0.39, -0.32, -0.39, 0.19, 0.48, -0.13, 0.20, -0.74, -0.59, 0.63, 0.28, -0.02, 0.09]}

# 3
{"formula": "C15H58FNO18S", "method": "wB97M-V/def2-TZVPD", "homo_lumo_gap_ha": 0.3310, "mol_weight_g_mol": 591.68, "total_charge": 0, "e_homo_ev": -9.207, "species": ["C", "C", "O", "C", "C", "C", "N", "C", "O", "C", "O", "C", "C", "F", "C", "C", "C", "C", "C", "C", "S", "H", "H", "H", "H", "H", "H", "H", "H", "H", "H", "H", "H", "H", "H", "H", "H", "H", "H", "H", "H", "H", "H", "H", "H", "H", "H", "H", "H", "O", "H", "H", "O", "H", "H", "O", "H", "H", "O", "H", "H", "O", "H", "H", "O", "H", "H", "O", "H", "H", "O", "H", "H", "O", "H", "H", "O", "H", "H", "O", "H", "H", "O", "H", "H", "O", "H", "H", "O", "H", "H", "O", "H", "H"], "positions_angstrom": [[1.24482, 1.78226, 1.95422], [-0.22222, 1.49793, 2.27151], [-0.86199, 0.68259, 1.28759], [-1.65272, 1.38140, 0.33247], [-0.87327, 1.85364, -0.90236], [-0.99571, 0.88699, -2.11022], [-1.35263, 1.63706, -3.32212], [-0.23896, 2.23016, -3.83098], [-0.19356, 3.22298, -4.51929], [0.95782, 1.36419, -3.39912], [1.74051, 2.19439, -2.55490], [1.80283, 1.00942, -4.64988], [1.02629, 0.66906, -5.92131], [2.61077, 2.10971, -4.94751], [0.32026, 0.16849, -2.59510], [-0.19169, -1.00485, -3.45546], [0.87162, -1.94331, -4.06097], [1.27780, -0.28842, -1.47614], [1.17324, -1.74179, -0.97413], [1.59560, -1.89975, 0.50046], [1.33764, -3.62564, 1.01677], [1.35961, 2.68869, 1.35645], [1.82477, 1.88749, 2.86904], [1.65280, 0.95503, 1.37284], [-0.26944, 0.94445, 3.21074], [-0.77188, 2.42790, 2.42871], [-2.45412, 0.70405, 0.01869], [-2.15044, 2.23764, 0.79364], [-1.26785, 2.83136, -1.18592], [0.16528, 2.01821, -0.62340], [-1.76259, 0.16237, -1.83585], [-2.19940, 2.18874, -3.29932], [2.62166, 1.81159, -2.46750], [2.50334, 0.20963, -4.40075], [1.08858, 1.53174, -6.58187], [-0.02014, 0.43879, -5.74174], [1.49075, -0.17210, -6.43380], [-0.84046, -1.59876, -2.81196], [-0.83742, -0.62567, -4.24220], [1.89146, -1.64015, -3.82359], [0.79406, -1.97409, -5.14478], [0.75498, -2.96659, -3.70895], [1.21872, 0.36856, -0.60994], [2.29716, -0.16271, -1.85733], [0.18598, -2.16280, -1.07515], [1.88511, -2.35280, -1.53387], [0.97417, -1.26864, 1.13102], [2.65783, -1.70206, 0.62655], [0.06367, -3.86683, 0.68747], [-2.91978, 3.85565, 2.27883], [-2.58643, 4.66500, 2.68917], [-3.79547, 4.10084, 1.96069], [-1.44948, -1.65461, 0.33248], [-2.29729, -1.98291, 0.67128], [-1.24536, -0.88554, 0.88426], [1.72268, -5.43433, -2.04258], [1.81750, -4.95088, -1.21087], [0.78115, -5.39254, -2.23626], [0.88738, -0.92336, 4.46736], [0.51404, -1.36805, 3.69821], [1.64947, -1.46201, 4.70332], [-3.14159, 5.59365, 4.72917], [-4.09986, 5.49811, 4.70451], [-2.82482, 4.73835, 5.04317], [-0.69270, 5.20140, -2.10482], [-1.13288, 5.87478, -2.63251], [-0.04109, 4.82044, -2.70926], [-2.38768, 8.33810, 6.05588], [-2.48814, 9.16259, 5.57109], [-2.66842, 7.64943, 5.44227], [-4.14713, -2.59005, 0.85724], [-4.64429, -2.11617, 1.53750], [-4.79831, -3.14171, 0.41538], [2.83892, -6.42693, 2.35260], [2.25626, -5.78734, 1.92541], [3.35665, -6.79955, 1.63153], [-1.34339, -2.79611, -6.30632], [-1.54507, -2.16512, -7.00505], [-1.55709, -3.65421, -6.68649], [4.80835, -1.26909, 1.76919], [5.05607, -1.92479, 2.43553], [5.58172, -1.19097, 1.20221], [4.63230, -3.82562, 3.88089], [4.12707, -3.32911, 4.53417], [3.98162, -4.42104, 3.48260], [4.41411, -3.31309, 7.12376], [4.71262, -3.94471, 7.78561], [5.17626, -3.20624, 6.54382], [-6.17523, -0.91207, 2.36724], [-5.84150, -0.02282, 2.52653], [-7.13343, -0.82853, 2.37692], [-3.36278, 0.86026, 3.37888], [-3.54615, 1.74155, 3.03003], [-2.68147, 0.51978, 2.78466]], "mulliken_charge": [-1.02, -0.29, -0.05, -0.88, -1.00, -0.72, -0.17, -0.75, -0.64, 0.92, -0.60, -0.14, -1.45, -0.42, 2.57, -1.67, -1.94, -1.13, -1.17, 0.22, -0.41, 0.34, 0.39, 0.06, 0.59, 0.12, 0.56, 0.05, 0.61, 0.37, 0.97, 0.46, 0.50, 0.39, 0.47, 0.33, 0.31, 0.60, 0.98, 0.43, 0.26, 0.31, -0.12, 0.68, 0.36, 0.50, -0.54, 0.57, 0.21, -0.51, 0.27, 0.23, -0.39, 0.25, 0.31, -0.62, 0.29, 0.32, -0.61, 0.29, 0.31, -0.70, 0.33, 0.33, -0.62, 0.30, 0.32, -0.62, 0.32, 0.32, -0.53, 0.29, 0.24, -0.66, 0.25, 0.32, -0.56, 0.29, 0.27, -0.62, 0.33, 0.28, -0.64, 0.31, 0.33, -0.63, 0.31, 0.33, -0.62, 0.31, 0.30, -0.70, 0.34, 0.36]}